*A*
# C3HN3O2

The molecule C3HN3O2 (wB97M-V/def2-TZVPD, the OMol25 dataset).

Summary:
Structure (SMILES): c1onc2nnoc12
Lowest unoccupied orbital energy: -0.42 eV
Orbital gap: 9.508 eV

Each line ends with the Löwdin charge.
CARTESIAN COORDINATES (ANGSTROEM)
C (0.1882, -0.8785, -0.1284)  -0.301
O (-1.7870, -0.2753, 0.0029)  0.026
H (-1.6962, 1.7772, 0.3680)  0.182
O (1.4285, 0.8652, -0.1755)  0.017
N (1.5738, -1.2584, 0.1246)  0.142
N (2.2281, -0.1578, 0.0867)  0.054
N (-0.9554, -1.3788, -0.1687)  0.162
C (0.1756, 0.5454, -0.2757)  -0.181
C (-1.1557, 0.7610, 0.1662)  -0.101


*B*
# C3HN3O2

A structure of composition C3HN3O2 (wB97M-V/def2-TZVPD, the OMol25 dataset).

Summary:
Lowest unoccupied orbital energy: -0.47 eV
Orbital gap: 10.593 eV

Each line ends with the Löwdin charge.
CARTESIAN COORDINATES (ANGSTROEM)
N (-0.4719, -1.4300, 0.7122)  0.215
H (-1.6823, 0.8754, 2.2260)  0.127
C (0.2695, 0.2003, -0.5818)  -0.404
O (-1.3954, -0.0423, 2.2167)  0.135
C (-0.7639, -0.2160, 1.0829)  -0.489
N (1.9339, 1.1110, -2.2869)  0.206
N (-0.3558, 0.8992, 0.3275)  0.244
O (0.2068, -1.0964, -0.5388)  0.054
C (1.0689, 0.7111, -1.6543)  -0.088


*B* is preferred energetically. Next in line: 4.026 eV higher.


*A*
# C6H16N2

The molecule C6H16N2 (wB97M-V/def2-TZVPD, the OMol25 dataset).

Summary:
Structure (SMILES): CCC[C@H](N)CNC
Lowest unoccupied orbital energy: 1.09 eV
Orbital gap: 9.820 eV

Each line ends with the Löwdin charge.
CARTESIAN COORDINATES (ANGSTROEM)
C (-0.8957, 1.6763, -1.4489)  -0.266
N (1.2585, -1.5529, 1.1504)  -0.140
H (0.8600, -1.2185, 3.1890)  0.066
H (0.6034, 0.4933, 0.9695)  0.107
H (0.2938, 0.1206, -2.4730)  0.096
H (-2.1514, -0.6244, 0.3145)  0.058
H (-0.5346, -0.8255, 1.5844)  0.107
C (0.2444, -0.5413, 0.8645)  -0.212
H (-1.2139, 3.4744, -0.3264)  0.069
N (-1.7730, -0.8940, -0.5831)  0.018
H (0.0894, -1.6746, -1.0224)  0.128
H (-1.9270, -1.8889, -0.6321)  0.062
H (1.1088, 0.7724, -1.1965)  0.108
H (-1.8866, 1.3516, -1.1413)  0.088
C (-0.2842, -0.7457, -0.5922)  -0.341
H (0.2856, 3.5369, -1.4464)  0.068
C (-0.3843, 2.9683, -0.8203)  -0.107
H (2.5723, -1.0304, 2.7637)  0.073
C (1.6643, -1.6194, 2.5827)  -0.115
H (1.8373, -2.6742, 2.7908)  0.068
H (2.0908, -1.3417, 0.6113)  0.096
H (0.2324, 2.6091, 0.0281)  0.057
C (0.0719, 0.4916, -1.4739)  -0.193
H (-1.0158, 1.8921, -2.5285)  0.104


*B*
# C6H16N2

A structure of composition C6H16N2 (wB97M-V/def2-TZVPD, the OMol25 dataset).

Summary:
Lowest unoccupied orbital energy: -2.85 eV
Orbital gap: 4.819 eV

Each line ends with the Löwdin charge.
CARTESIAN COORDINATES (ANGSTROEM)
H (-1.8688, 0.9617, 1.8636)  0.115
H (-1.4284, -0.5796, -2.1123)  0.085
H (-0.4475, -0.8581, 0.2574)  0.149
H (-0.4199, 1.8337, 0.7156)  0.135
H (-3.1684, 0.3157, 0.8758)  0.065
H (2.5812, -2.1204, -1.0029)  0.011
H (-3.0788, 0.1235, -1.2899)  0.110
H (1.1959, 1.0031, 1.3099)  0.108
H (-1.6157, 1.7852, -0.6364)  0.129
H (-2.2533, -0.9392, 1.7772)  0.097
C (-0.6432, 1.3597, -0.3079)  -0.261
C (-2.1400, 0.0105, 1.1652)  -0.125
N (2.5034, -0.7542, 1.3067)  0.074
C (1.5090, 0.3104, -0.6981)  -0.283
H (1.2597, -0.7423, -0.7793)  0.042
N (0.5333, 1.3867, -1.0979)  0.087
H (2.3448, 0.3793, -1.3950)  0.103
H (3.3128, -0.4733, 1.8374)  0.002
C (-2.0871, -0.5243, -1.1961)  -0.123
H (3.0074, -2.7710, -0.8230)  0.059
C (2.0335, 0.5373, 0.7021)  -0.313
C (-1.2491, -0.0599, -0.0392)  -0.503
H (-2.6596, -1.5692, -1.1583)  0.115
H (2.7787, 1.3846, 0.7255)  0.122


*C*
# C6H16N2

A structure of composition C6H16N2 (wB97M-V/def2-TZVPD, the OMol25 dataset).

Summary:
Lowest unoccupied orbital energy: -3.04 eV
Orbital gap: 4.877 eV

Each line ends with the Löwdin charge.
CARTESIAN COORDINATES (ANGSTROEM)
H (0.5078, -1.7003, 0.0329)  0.152
H (-4.1040, 1.8147, 2.6415)  -0.006
H (-1.5960, -1.0701, -1.3160)  0.083
N (0.3152, 0.4193, 0.8992)  0.034
H (-0.2371, -1.2314, 2.0931)  0.144
C (2.3622, -0.5188, 0.2080)  -0.054
H (-0.4049, -1.9431, -2.4668)  0.080
N (-1.8330, -0.0002, 2.5073)  0.126
C (0.7896, 1.3734, -1.5456)  -0.016
H (1.1343, -0.6895, -2.2046)  0.093
C (-0.7270, -0.9402, -2.0487)  -0.076
H (0.2848, 1.3243, -0.0650)  0.162
C (0.5694, -0.1603, -1.4840)  -0.397
H (0.1120, 0.5667, 2.8109)  0.152
H (-4.1829, 2.3829, 2.3765)  0.007
H (1.6470, 1.3759, -2.0308)  0.007
H (-2.3901, -0.1191, 1.6973)  0.006
H (-0.0534, 1.7281, -1.9205)  -0.001
H (-0.8697, -0.3139, -2.9440)  0.065
H (2.6996, -0.8373, 1.1280)  0.035
C (-0.5172, -0.1642, 2.1371)  -0.347
C (0.8013, -0.5993, -0.0085)  -0.417
H (2.7930, 0.4639, 0.0380)  0.075
H (2.8991, -1.1618, -0.5354)  0.092


*A* is preferred energetically. Next in line: 7.350 eV higher.


*A*
# C6H16N2

A cluster of 2 separate species, C6H16N2 in total (wB97M-V/def2-TZVPD, the OMol25 dataset).

Summary:
Lowest unoccupied orbital energy: 0.72 eV
Orbital gap: 8.256 eV

Each line ends with the Löwdin charge.
CARTESIAN COORDINATES (ANGSTROEM)
H (0.2887, -2.1017, 0.4230)  0.084
H (-1.2298, 1.6997, -1.6799)  0.085
H (-0.9687, 2.5946, -0.3231)  0.076
C (-0.3476, -1.8944, -0.4467)  -0.090
H (-2.7362, -0.0570, -0.6767)  0.087
H (1.7483, 0.0321, -0.4029)  0.039
H (-1.3817, -2.0926, -0.1803)  0.067
H (2.8620, -0.6792, 0.7464)  0.034
N (-0.6534, 1.7889, -0.8496)  0.073
H (-2.7352, 1.1096, 0.6613)  0.080
H (1.6229, -1.1829, -1.7648)  0.086
H (1.1632, 0.5328, -2.1287)  0.074
H (0.4327, 1.6811, 1.4443)  0.070
N (-0.1908, -0.5288, -0.9469)  -0.202
C (-2.2376, 0.2298, 0.2533)  -0.051
C (-0.7695, 0.5858, -0.0274)  -0.612
H (2.5628, 1.0794, 1.0824)  0.030
C (1.1036, -0.2916, -1.4229)  -0.147
C (0.0199, 0.7106, 1.2136)  0.035
H (-0.3007, 0.1145, 2.0584)  0.076
H (-0.0692, -2.5838, -1.2443)  0.084
H (-2.3484, -0.5779, 0.9760)  0.069
H (2.0079, -0.2421, 2.1324)  0.012
C (2.1568, 0.0730, 1.1033)  -0.060


*B*
# C6H16N2

The molecule C6H16N2 (wB97M-V/def2-TZVPD, the OMol25 dataset).

Summary:
Structure (SMILES): CCC[C@@H](N)N(C)C
Lowest unoccupied orbital energy: 1.04 eV
Orbital gap: 9.430 eV

Each line ends with the Löwdin charge.
CARTESIAN COORDINATES (ANGSTROEM)
H (0.4902, 2.3673, 0.2770)  0.076
H (1.1202, -0.0330, 1.5232)  0.077
H (-2.8826, 0.0000, 0.7343)  0.082
H (-2.9394, 1.7146, 1.1663)  0.082
H (2.7796, -1.6552, -0.9332)  0.071
H (-1.0728, -0.9004, -0.1933)  0.142
H (-0.2153, -0.8625, 2.0096)  0.072
H (1.5269, 0.5602, -0.7267)  0.108
C (-0.3805, 2.1860, 0.9023)  -0.108
N (-1.1374, 1.0703, 0.3740)  -0.249
H (1.3573, -2.3631, -0.1730)  0.050
H (-2.0931, 0.5713, 2.2244)  0.079
H (-0.0489, 2.0347, 1.9431)  0.081
C (0.5924, 0.1229, -1.0838)  -0.176
H (0.0984, 0.8458, -1.7350)  0.115
C (-2.3167, 0.8200, 1.1735)  -0.113
C (1.8096, -2.1078, -1.1264)  -0.122
H (1.9640, -3.0160, -1.7047)  0.065
H (-1.0120, 3.0742, 0.8789)  0.084
N (0.3988, -0.6796, 1.2239)  0.069
H (1.4106, -0.8412, -2.8140)  0.102
C (0.9144, -1.1379, -1.8863)  -0.261
C (-0.3453, -0.1339, 0.1034)  -0.426
H (-0.0184, -1.6367, -2.1574)  0.103


*C*
# C6H16N2

A cluster of 2 separate species, C6H16N2 in total (wB97M-V/def2-TZVPD, the OMol25 dataset).

Summary:
Structure (SMILES): CC/C(C)=N\N.CC
Lowest unoccupied orbital energy: 0.84 eV
Orbital gap: 9.021 eV

Each line ends with the Löwdin charge.
CARTESIAN COORDINATES (ANGSTROEM)
H (3.4495, -2.5295, -0.3826)  0.077
C (-0.5109, -0.6092, -0.1193)  -0.047
H (-2.4698, 0.1477, 0.3007)  0.009
H (-0.6007, -1.0751, -1.2856)  0.119
H (-0.1829, 0.2454, 0.4860)  0.055
H (-3.0382, 0.1364, 1.9651)  0.065
H (3.8512, -1.2030, 0.7165)  0.072
H (-3.2918, 2.6261, 1.9648)  0.062
C (2.2030, -0.8012, -0.5762)  -0.425
N (1.9807, 1.2825, -1.5225)  0.002
H (-4.1791, 0.5857, 0.6926)  0.063
C (3.0341, -1.7407, 0.2459)  -0.056
H (-0.7403, -1.4237, 0.5706)  0.031
H (0.8929, -1.1806, -2.2103)  0.098
H (-1.6751, 2.2078, 1.4137)  0.050
C (-2.7308, 2.1296, 1.1640)  -0.175
H (2.4328, -2.2154, 1.0204)  0.075
H (0.8316, -2.4012, -0.9814)  0.091
C (0.8996, -1.3242, -1.1254)  -0.160
H (-2.9191, 2.6854, 0.2434)  0.062
H (2.2735, 2.2159, -1.2766)  0.076
H (0.9669, 1.1982, -1.5562)  0.069
C (-3.1409, 0.6724, 1.0187)  -0.188
N (2.6638, 0.3705, -0.7666)  -0.026


*B* is preferred energetically. Next in line: 4.180 eV higher.


*A*
# C6H16N2

The molecule C6H16N2 (wB97M-V/def2-TZVPD, the OMol25 dataset).

Summary:
Structure (SMILES): CCNCCN(C)C
Lowest unoccupied orbital energy: 1.03 eV
Orbital gap: 9.343 eV

Each line ends with the Löwdin charge.
CARTESIAN COORDINATES (ANGSTROEM)
H (0.8511, 1.1230, 0.8555)  0.099
N (1.4100, 0.3322, 0.5663)  -0.092
H (-1.9444, -1.0568, 0.4499)  0.066
H (1.9356, 1.1060, -1.2835)  0.102
C (1.4012, 0.2456, -0.8791)  -0.214
C (0.9956, -0.8671, 1.3058)  -0.272
H (-0.0199, 0.7159, -2.4743)  0.103
C (0.0059, 0.1332, -1.5518)  -0.192
C (-2.1045, -0.5467, -0.5069)  -0.090
H (1.0760, -1.7404, 0.6819)  0.102
H (1.9986, -0.6301, -1.1374)  0.106
H (-1.7838, 1.9872, -2.1214)  0.078
H (-1.1117, 2.6131, -0.6048)  0.077
H (1.2746, -1.0045, 3.4733)  0.056
N (-1.1092, 0.5162, -0.6868)  -0.264
C (1.8462, -1.1072, 2.5650)  -0.091
H (-0.1508, -0.8728, -1.9202)  0.096
H (-2.0709, -1.2929, -1.3061)  0.076
H (2.6966, -0.4269, 2.5982)  0.064
H (2.3349, -2.0794, 2.5110)  0.060
H (-2.6754, 1.8995, -0.5951)  0.075
H (-3.1130, -0.1343, -0.4523)  0.074
C (-1.6864, 1.8024, -1.0480)  -0.105
H (-0.0564, -0.7152, 1.5607)  0.088


*B*
# C6H16N2

A cluster of 2 separate species, C6H16N2 in total (wB97M-V/def2-TZVPD, the OMol25 dataset).

Summary:
Structure (SMILES): C=C(C)N.CC(C)N
Lowest unoccupied orbital energy: 0.96 eV
Orbital gap: 9.092 eV

Each line ends with the Löwdin charge.
CARTESIAN COORDINATES (ANGSTROEM)
H (-1.4173, -0.0336, 1.4412)  0.063
H (-2.8536, 0.9919, 1.5572)  0.076
H (-0.1280, -2.2369, -0.3267)  0.056
H (2.8394, -0.7885, -1.8077)  0.097
H (-1.2884, 1.5986, 2.1170)  0.077
C (0.6842, -1.7428, -0.8499)  -0.015
H (0.8421, -0.8854, 1.7592)  0.064
H (2.5925, -0.6859, 1.7239)  0.076
C (1.7163, -1.2072, -0.1835)  -0.520
H (-1.8373, -0.4047, -0.9622)  0.056
H (-3.1997, 0.7087, -1.1062)  0.073
H (0.1895, 1.5836, -1.2107)  0.063
H (0.4631, 1.0677, 0.2872)  0.038
N (-0.0758, 1.7547, -0.2407)  0.030
H (-1.9866, 2.5386, -0.1349)  0.120
H (0.6064, -1.6745, -1.9294)  0.054
H (-1.7760, 0.9305, -2.1257)  0.072
C (-1.7796, 0.9964, 1.3449)  -0.082
C (1.7647, -1.2791, 1.3204)  -0.053
C (-1.5102, 1.5560, -0.0503)  -0.515
N (2.7373, -0.5474, -0.8250)  0.080
H (3.6248, -0.5704, -0.3273)  0.091
C (-2.1062, 0.6437, -1.1213)  -0.086
H (1.8982, -2.3138, 1.6507)  0.085


*B* is preferred energetically. Next in line: 0.857 eV higher.


*A*
# C6H15NS

A cluster of 2 separate species, C6H15NS in total (wB97M-V/def2-TZVPD, the OMol25 dataset).

Summary:
Lowest unoccupied orbital energy: -1.07 eV
Orbital gap: 7.520 eV

Each line ends with the Löwdin charge.
CARTESIAN COORDINATES (ANGSTROEM)
H (-0.6358, -0.9148, -1.5000)  0.111
N (0.1578, 0.5379, 0.0840)  -0.023
C (-0.4639, -0.1603, 1.2089)  -0.535
H (-0.6333, 0.5782, -3.2015)  0.113
H (2.1899, 0.7686, -1.7283)  0.060
H (-1.4663, 0.0599, 1.0741)  0.053
H (1.8405, 1.1800, -3.4301)  0.068
H (-0.3145, 1.4968, 2.6375)  0.075
H (-2.1229, -0.2431, 2.5499)  0.200
C (-0.0460, 0.9571, -2.3308)  -0.266
H (1.1567, 0.5274, 2.6382)  0.082
C (0.0600, 0.4431, 2.5470)  -0.724
H (-0.9495, -2.0548, 2.0449)  0.027
H (0.7877, -2.0133, 1.6959)  0.076
H (-0.2668, 2.0259, -2.2282)  0.104
H (-0.3796, -2.2038, 0.3528)  0.059
H (-1.6324, 0.4811, -1.0015)  0.113
S (-0.5344, -0.4126, 3.9062)  0.688
H (1.4194, -0.4167, -2.8383)  0.073
C (-0.1828, -1.7024, 1.3023)  -0.114
C (1.4721, 0.6427, -2.5435)  -0.102
C (-0.6079, 0.1510, -1.2006)  -0.240
H (1.1519, 0.2721, -0.0387)  0.101


*B*
# C6H15NS

A cluster of 2 separate species, C6H15NS in total (wB97M-V/def2-TZVPD, the OMol25 dataset).

Summary:
Lowest unoccupied orbital energy: -0.27 eV
Orbital gap: 8.404 eV

Each line ends with the Löwdin charge.
CARTESIAN COORDINATES (ANGSTROEM)
C (-2.3994, 1.1027, 0.2654)  -0.644
H (2.8470, 1.1022, -0.5754)  0.079
H (-0.2526, -1.7127, -0.4498)  0.087
H (-0.3625, -1.1976, 1.8964)  0.113
H (3.0574, -1.6615, -1.4917)  0.076
N (0.0024, -0.7892, -0.1561)  -0.039
H (1.5347, -2.5044, -1.1337)  0.072
H (1.2127, 1.1044, -1.3093)  0.059
H (-2.4832, 0.9029, -0.8002)  0.063
C (1.9951, -1.5261, -1.3103)  -0.073
H (-0.1009, 0.4878, 1.4513)  0.051
C (1.4977, -0.6219, -0.1997)  -0.463
H (1.8530, -0.9673, 0.7821)  0.130
C (1.8023, 0.8414, -0.4150)  -0.093
H (-2.6956, -0.9744, 0.7554)  0.109
S (-1.4059, 2.5456, 0.5865)  0.616
C (-0.6106, -0.4234, 1.1572)  -0.275
H (1.3706, 1.4578, 0.3765)  0.035
C (-2.0952, -0.1506, 1.1427)  -0.246
H (-2.4024, 0.1252, 2.1568)  0.106
H (1.5478, -1.1529, -2.2395)  0.083
H (-3.4182, 1.3604, 0.5810)  0.053
H (-0.4944, 2.6518, -1.0704)  0.102


*B* is preferred energetically. Next in line: 1.768 eV higher.


*A*
# C6H15NS

A cluster of 2 separate species, C6H15NS in total (wB97M-V/def2-TZVPD, the OMol25 dataset).

Summary:
Lowest unoccupied orbital energy: -1.48 eV
Orbital gap: 7.041 eV

Each line ends with the Löwdin charge.
CARTESIAN COORDINATES (ANGSTROEM)
H (1.4725, -1.1505, -1.3958)  0.109
H (-1.3681, -1.8795, 1.6425)  0.065
H (-0.8944, -2.4516, -1.2652)  0.110
H (-2.1319, 0.3822, -1.2364)  0.158
C (-0.5154, -2.1028, -0.2642)  -0.311
H (-2.5505, -1.7117, 0.2925)  0.055
C (1.5015, 1.0036, -0.7734)  -0.232
H (1.5736, 2.9563, 0.3208)  0.098
H (-0.6571, 1.5308, 1.4988)  0.073
H (-0.5508, 3.2137, 1.2063)  0.046
H (0.3195, -2.8336, 0.1311)  0.143
H (2.2017, -0.5898, 0.1671)  0.108
C (1.3354, -0.5001, -0.5233)  -0.275
S (-1.3543, 2.2843, -0.7470)  0.600
H (-0.6012, 0.1026, -0.4606)  -0.030
H (2.5699, 1.2270, -1.0562)  0.119
H (0.8241, 1.1688, -1.6122)  0.052
H (1.6687, 1.4744, 1.4058)  0.150
N (-0.0310, -0.7250, -0.0357)  -0.121
C (1.1130, 1.9593, 0.4639)  -0.277
C (-0.3047, 2.2708, 0.7810)  -0.576
H (-1.9137, -3.3458, 0.7663)  0.061
C (-1.7069, -2.2831, 0.6939)  -0.127


*B*
# C6H15NS

The molecule C6H15NS (wB97M-V/def2-TZVPD, the OMol25 dataset).

Summary:
Structure (SMILES): CCN[C@H](C)CCS
Lowest unoccupied orbital energy: 0.97 eV
Orbital gap: 9.236 eV

Each line ends with the Löwdin charge.
CARTESIAN COORDINATES (ANGSTROEM)
H (0.3799, -1.2642, -0.9101)  0.116
C (-0.4637, -0.5700, -0.8617)  -0.222
N (0.1628, -0.8035, 1.6393)  -0.076
H (2.5034, 0.1889, 3.5541)  0.067
S (-0.3874, 1.4756, -2.8968)  0.687
C (-0.0375, 0.8705, -1.2259)  -0.590
H (1.1779, 0.8689, 1.0811)  0.076
H (2.5750, -1.2311, 2.5680)  0.069
C (1.0290, 0.3374, 2.0118)  -0.248
C (-0.8855, -0.6941, 0.6326)  -0.382
H (-1.4928, 2.1973, -2.6688)  -0.157
H (-1.2550, -2.5723, 1.6114)  0.063
H (0.5266, -1.7169, 1.8009)  0.083
H (-1.3017, -0.9290, -1.4574)  0.097
H (-1.6055, 0.0369, 1.0124)  0.136
H (-1.3220, -2.7181, -0.1346)  0.065
H (-0.5950, 1.5276, -0.5670)  0.060
H (-2.7134, -2.0812, 0.7579)  0.073
H (1.0279, 0.9672, -1.0435)  0.054
H (0.5364, 0.9718, 2.7499)  0.106
C (2.3711, -0.1556, 2.5273)  -0.092
C (-1.6247, -2.0955, 0.7032)  -0.055
H (3.1693, 0.1952, 1.8687)  0.069


*B* is preferred energetically. Next in line: 3.497 eV higher.